[1]
The following is a quantum chemistry calculation of 6 unconnected molecules or ions with the total composition C33H55BrO18Si2, from the Open Molecules 2025 dataset.

```
109
C33H55BrO18Si2 (ωB97M-V/def2-TZVPD)
H -1.76 2.49 -2.76
H -3.13 3.32 5.31
H 3.90 -0.89 -6.45
H -3.55 4.97 5.79
H 7.32 -3.95 -4.16
H 5.12 -7.92 -0.18
Si 0.81 -0.27 -0.20
C -3.60 -1.14 -1.93
C -2.63 2.17 -0.86
H -2.89 1.20 -2.75
H -1.12 -0.30 -2.36
H -2.26 4.70 4.60
H 5.55 -9.39 4.73
H -5.89 0.46 -2.80
H -0.44 6.08 -1.65
H -6.34 1.59 -1.56
H -1.44 -2.91 5.05
H 2.76 -0.60 -5.13
C -2.49 3.94 0.82
O -1.95 -4.89 4.62
Si -4.60 -0.05 -0.78
O 0.01 3.50 -1.59
H 4.46 -0.16 -4.93
O -1.06 7.07 -6.14
O 4.08 -7.72 1.61
Br -5.69 1.68 1.97
C 4.72 -9.89 4.24
H 2.35 0.12 1.72
C 1.79 0.74 1.03
O -0.24 8.31 -4.44
H 4.06 -6.51 -0.01
H -2.62 -1.37 -1.52
H 2.82 -1.18 -1.25
O 3.99 -2.18 -4.82
H -3.11 -3.41 5.38
C -4.14 2.21 0.98
H -0.43 -2.37 -0.20
H 1.28 -6.48 3.28
H -0.40 11.15 -6.81
H -4.14 -2.09 -1.97
H -0.89 10.78 -5.14
O -0.50 0.67 -0.63
C -0.89 0.70 -2.00
H 6.76 -4.69 -5.68
O 5.27 -3.88 -4.47
H -3.53 -0.79 -2.96
H 0.40 -8.01 3.10
C -1.01 5.94 -5.28
H -4.30 -1.20 1.36
C 4.82 -8.54 2.36
H 2.29 0.29 -2.07
H 1.17 1.45 1.58
C -0.76 3.51 6.40
O 5.97 -8.81 2.18
H 0.95 1.74 7.30
H 1.83 3.11 6.58
O -0.32 -4.38 3.15
O -0.71 9.18 -6.47
C -0.94 -5.17 3.80
C -5.08 -1.22 0.60
O -0.53 2.85 5.42
H 1.73 2.94 8.35
H 5.61 -6.54 0.85
C -1.32 6.07 0.29
C 5.21 -2.67 -5.03
C 0.33 -6.93 2.99
H 0.01 5.73 -4.97
O -0.73 -6.49 3.84
C -2.28 -3.50 4.68
H -0.08 1.08 -2.61
C 1.20 2.79 7.41
O 6.10 -2.12 -5.63
C -1.88 5.19 1.33
H -1.64 6.09 -4.41
H -2.59 -3.13 3.70
C 3.78 -0.88 -5.37
O -1.82 4.29 6.60
H -1.30 7.13 0.46
C -0.87 5.52 -0.83
O -1.85 5.46 2.50
H -5.14 -2.24 0.23
H 1.48 -1.27 -2.40
H -0.25 -1.82 1.48
H 1.13 -2.55 0.57
C 4.77 -7.15 0.50
H 0.11 -6.69 1.95
C -2.09 1.65 -2.17
H 3.98 -10.18 4.99
C -0.89 4.04 -1.01
C 0.25 -1.91 0.52
O 0.02 3.58 7.49
H 2.50 1.34 0.46
C 6.53 -4.53 -4.63
O 4.05 -8.99 3.35
H -3.93 3.83 2.38
C -0.63 8.20 -5.57
H 0.77 10.42 -5.69
H -1.39 5.09 -5.85
C -2.04 3.34 -0.36
C -3.55 3.36 1.49
H 5.07 -10.77 3.71
C 1.96 -0.66 -1.64
H -6.01 -0.95 1.08
C -6.12 0.54 -1.74
H -7.00 -0.06 -1.52
H 6.45 -5.49 -4.13
C -2.74 4.31 5.50
C -3.71 1.55 -0.17
C -0.28 10.46 -5.98
```

The HOMO energy is -9.30 eV. Its total charge is 0. As for the structure (SMILES): C[Si](C)(C)OCCc1c2c(cc(Br)c1[Si](C)(C)C)C(=O)C=CC2=O.COC(=O)OC.COC(=O)OC.COC(=O)OC.COC(=O)OC.COC(=O)OC. The calculation puts the maximum force at 0.887 eV/A. Its LUMO energy is -1.0 eV.



[2]
The following is a quantum chemistry calculation of a molecular structure, C33H56FN2O6PS in a non-equilibrium geometry, from the Open Molecules 2025 dataset.

```
100
C33H56FN2O6PS (ωB97M-V/def2-TZVPD)
H 1.30 1.77 -2.82
O -8.30 -0.55 0.65
H 2.32 2.80 -5.14
C 9.37 -3.83 0.94
H 3.82 -0.87 3.16
C 4.25 2.40 -4.16
H -1.58 4.17 -0.66
H -7.41 0.66 3.04
H -3.03 -0.99 3.08
H -2.45 0.39 0.62
C 4.64 -1.08 2.45
C -5.50 -0.36 3.33
H -2.49 -2.65 2.85
H 5.43 0.42 0.97
H 8.21 -2.15 0.16
H 7.94 -3.08 2.97
H -7.45 -1.15 2.91
H -2.37 4.92 -3.25
H -8.76 -2.59 -1.89
H 5.27 1.07 -2.77
C -6.50 -2.88 -2.07
H -1.11 5.73 -4.19
H -3.93 0.48 2.12
C 2.76 2.71 -4.15
C -4.95 0.11 1.94
H -5.11 -1.37 3.57
H -6.06 -3.73 -2.62
H -0.03 -0.40 -0.38
C -0.76 5.66 -2.02
H -1.02 -1.94 0.88
H 9.57 -4.03 2.00
H 4.32 -0.79 0.26
O -7.84 -0.27 -1.86
H -9.13 -0.43 0.16
H -1.13 3.00 -3.95
H 4.87 3.28 -4.34
H 9.32 -4.78 0.38
C -1.48 0.22 1.11
O -6.71 1.27 -0.25
H 0.41 3.87 -3.89
H -7.11 -0.15 -2.49
O 3.23 1.13 -2.44
C -1.36 -1.23 1.66
H 1.84 -0.73 0.86
H 2.00 0.68 -4.03
O -8.10 -4.07 -0.68
H 7.29 -3.66 0.17
S -2.87 -5.06 -0.68
H 4.47 1.67 -4.94
C 4.45 1.79 -2.79
C 7.23 -1.15 2.33
H -5.08 0.31 4.10
C -1.29 5.09 -3.33
O -0.35 3.32 -2.06
C -7.91 -3.21 -1.51
C 2.13 0.29 0.54
P -7.12 -0.13 -0.39
H 2.57 3.64 -3.60
C -4.47 -3.31 -0.68
C -5.77 -1.31 -0.12
H -1.37 0.88 1.99
C 5.98 -0.78 3.17
H 1.06 2.23 0.54
C -2.70 -1.71 2.31
N -4.17 -4.42 -1.39
H -1.41 6.41 -1.57
C 0.88 1.19 0.85
C -4.80 -1.08 0.98
H -0.65 1.27 -0.69
N -2.54 -3.99 0.52
H 7.20 -0.71 1.32
H 3.10 0.99 2.41
H 0.15 4.48 -0.42
C 2.21 1.53 -3.37
H 6.01 0.32 3.34
C 3.33 0.82 1.35
C -0.35 0.55 0.09
C 8.01 -3.06 0.74
H -5.51 0.95 1.51
H 4.65 2.56 -2.03
H 8.13 -0.74 2.82
H 2.30 0.34 -0.56
H 10.17 -3.23 0.48
H 0.22 6.10 -2.18
C 7.36 -2.70 2.12
H 6.01 -1.23 4.18
C -5.58 -2.44 -0.91
C -3.74 -1.92 1.21
F -7.36 -0.42 4.80
C -3.53 -3.09 0.39
H 0.74 1.13 1.94
H 4.53 -2.15 2.19
H -0.59 -1.27 2.45
H 6.37 -3.19 2.19
C -0.56 3.76 -3.41
H -6.53 -2.04 -2.78
H 3.64 1.79 0.90
C -0.64 4.40 -1.17
C -7.03 -0.29 3.45
C 4.54 -0.20 1.16
```

The HOMO energy is -8.96 eV. Its total charge is 0. The calculation puts the maximum force at 2.080 eV/A. Its LUMO energy is -1.0 eV. The calculation puts the relative energy (zero: lowest compared OMol25 entry of this formula, charge and spin) at 0.000 eV.



[3]
The following is a quantum chemistry calculation of a molecular structure, C33H56N4OPt in a non-equilibrium geometry, from the Open Molecules 2025 dataset.

```
95
C33H56N4OPt (ωB97M-V/def2-TZVPD)
C -1.38 2.36 -1.73
H 0.78 -2.91 2.49
C -1.81 -1.48 3.17
H 4.11 -1.68 3.37
H 2.58 1.19 -4.36
C -2.52 -1.35 1.83
H 4.81 2.55 -0.89
H -1.27 -4.22 -3.56
C 0.54 3.51 1.23
C 0.00 2.72 2.42
H 4.20 -0.70 1.16
H -4.23 1.65 -3.47
C -3.76 -0.48 2.07
H -1.44 -0.51 3.51
Pt 0.42 0.29 0.37
H 1.52 3.93 1.46
H -4.37 -0.90 2.90
H 3.81 -2.32 0.54
N -2.23 0.19 -2.59
H 1.16 -1.63 -1.15
H 4.60 2.90 -4.49
H -3.14 0.86 -0.09
H -2.04 3.07 1.82
H -0.65 2.43 -2.54
H 2.90 -0.92 -0.01
H 5.70 2.87 -3.10
H -1.84 1.76 2.99
C 1.62 0.93 -2.44
H -0.96 -2.15 3.08
C -1.40 2.22 2.11
H -2.78 -2.85 -3.72
N 1.97 -0.31 2.68
H -0.86 1.96 -0.83
H 3.55 -3.26 2.79
H -4.09 -0.36 -3.59
C -3.14 -0.70 -3.21
H -0.14 4.34 1.00
H 3.33 -0.03 4.29
N 0.91 1.59 2.84
C 3.38 -1.36 0.87
H 2.91 1.86 0.58
H -2.64 2.17 -4.14
C 1.03 0.47 2.11
H 1.77 -3.16 -1.82
C -2.61 1.55 -2.10
H -4.50 0.99 -1.25
H -2.30 -3.49 1.46
H -0.77 4.44 3.40
H -3.55 3.23 -3.02
H -0.01 -3.19 -4.34
H -3.49 0.54 2.35
H -3.58 -2.71 0.50
H 5.44 1.40 -4.05
H 2.60 -2.40 4.02
C -0.28 -3.76 -3.45
H 1.93 2.38 4.53
H -1.75 -4.11 -1.31
O -1.68 -0.85 0.82
C -0.83 -3.56 -1.05
C -3.09 -2.73 1.48
H -0.09 -4.31 -0.71
H 0.65 0.51 -2.78
H 1.50 -1.77 -2.90
N -1.23 -1.71 -2.67
H 0.64 2.93 0.31
H 0.46 -4.54 -3.26
H 0.54 -2.07 0.97
C -1.06 -0.41 -2.44
C 1.09 -2.30 -2.03
C 2.67 1.34 -3.27
C 3.23 -2.27 3.14
C 1.85 1.56 3.84
C -0.07 3.63 3.61
H -2.48 -1.88 3.94
C 2.52 0.39 3.73
C -3.56 1.45 -0.92
H 1.71 -3.37 1.08
C -0.31 -2.82 -2.28
H -3.80 2.46 -0.54
H -0.41 3.08 4.48
H -1.04 -2.88 -0.21
H 0.92 4.07 3.80
H -1.48 1.49 1.28
C -2.50 -1.90 -3.26
C 1.30 -2.51 1.63
H -4.40 -0.45 1.19
C -3.31 2.20 -3.26
C 2.44 -1.59 2.05
C 2.86 1.69 -0.50
C 3.82 1.92 -2.72
C 3.91 2.10 -1.33
H -3.83 -3.05 2.23
C 1.73 1.04 -1.04
H -1.69 3.40 -1.46
C 4.95 2.30 -3.64
```

The multiplicity is 5. The HOMO energy (alpha / beta) is 2.35 / -3.33 eV. Its total charge is -2. The calculation puts the maximum force at 4.237 eV/A. Its LUMO energy (alpha / beta) is 3.9 / 2.7 eV.



[4]
The following is a quantum chemistry calculation of a molecular structure, C33H57CaFN2O2Si in a non-equilibrium geometry, from the Open Molecules 2025 dataset.

```
97
C33H57CaFN2O2Si (ωB97M-V/def2-TZVPD)
C 5.07 -1.18 1.85
H -4.42 0.06 3.97
H -2.89 -3.95 -4.17
C 3.66 0.94 -0.95
H -0.68 -3.09 -7.00
H 5.68 -0.58 -0.15
H -3.99 0.47 -1.86
N -1.35 1.42 0.86
H 2.20 -0.78 4.54
H -2.85 3.72 1.39
H -0.43 -1.90 -3.77
H -1.82 3.24 -3.14
H 0.23 3.94 -1.54
H 2.83 1.65 -0.99
H -2.04 -1.95 -7.21
Ca 0.04 -0.38 -0.02
H -3.69 2.17 -1.46
H 2.79 -2.88 -1.31
H 3.77 -3.36 -2.71
H -0.94 -0.25 -5.77
H 3.46 3.22 1.30
C 1.47 2.38 1.43
H 0.55 -1.25 -5.68
O -1.04 -2.00 -4.60
H -2.34 1.01 -1.51
C 2.93 -0.34 2.59
H 1.86 3.25 -1.51
H -1.20 -3.65 -2.15
H -2.48 3.69 -0.36
H -2.32 0.63 4.60
H -1.14 3.56 -4.74
H -6.20 -0.26 2.24
H 4.58 1.49 -1.18
C 4.92 -0.51 0.63
C -3.39 1.13 -1.22
H -1.01 0.28 3.45
H -0.64 -4.47 -4.50
C 1.72 2.21 -4.76
C -3.26 -3.04 -4.67
C 2.64 3.12 2.03
H -1.81 1.96 -4.37
N 1.58 1.10 1.11
H -2.84 -0.90 -4.70
C 0.26 0.48 -2.71
C -1.00 2.71 0.89
H -2.51 -1.72 -3.12
C 4.08 -1.08 2.82
O 0.47 -2.60 -2.66
C -4.22 0.27 2.92
C 1.04 3.57 -2.17
C -0.54 -1.27 -5.81
H 2.68 1.81 -4.42
C -1.90 0.91 3.62
C -2.52 -1.82 -4.21
H 2.50 -4.45 -2.13
H 3.51 0.21 -1.76
H 1.90 3.23 -5.15
C -2.04 3.78 0.64
H 0.35 -4.33 -1.58
F -0.21 -2.04 1.16
C 0.30 3.15 1.20
C -2.95 0.73 2.57
C -3.66 0.81 0.23
C -0.14 -4.86 -3.61
H 0.42 4.22 1.33
C -5.21 0.08 1.94
H 1.70 -3.33 -4.17
H -5.68 0.22 -0.17
H 4.18 -1.59 3.79
H 1.08 -0.23 -2.87
H -4.31 -2.92 -4.41
H 5.98 -1.75 2.04
C 2.77 0.35 1.37
H 2.31 4.12 2.33
C 3.78 0.26 0.38
H 3.04 2.61 2.92
H 2.12 -1.73 -3.52
C -4.92 0.36 0.61
Si 0.46 2.22 -3.35
H -1.56 1.95 3.69
H -0.70 -0.01 -2.90
C 1.83 -0.30 3.62
H 1.38 1.59 -5.60
H -0.45 -1.59 -7.90
C 2.76 -3.40 -2.28
H -1.57 4.77 0.72
C -1.24 2.79 -3.96
C -0.17 -3.90 -2.45
H 0.87 -5.18 -3.87
H -3.19 -3.17 -5.75
H 0.94 -0.84 3.30
C -2.66 0.99 1.21
H -0.69 -5.76 -3.31
C 1.80 -2.75 -3.25
H 1.54 0.73 3.88
H 1.42 4.44 -2.74
C -0.96 -2.03 -7.04
```

The HOMO energy is -6.41 eV. Its total charge is 0. The calculation puts the maximum force at 1.271 eV/A. Its LUMO energy is -0.1 eV.



[5]
The following is a quantum chemistry calculation of a molecular structure, C33H57IN2O2SiTl in a non-equilibrium geometry, from the Open Molecules 2025 dataset.

```
97
C33H57IN2O2SiTl (ωB97M-V/def2-TZVPD)
H 2.12 5.22 -2.06
H 2.00 -1.51 5.50
H 0.41 -2.68 -2.38
C -2.94 1.77 -1.47
H -4.03 -0.48 -0.74
C -3.35 -0.18 0.07
H 2.34 -0.25 -5.65
H 2.64 -1.22 -4.19
C 2.98 4.56 -1.87
C -2.64 1.81 3.18
H -3.03 -1.55 5.74
C -3.57 3.01 3.11
C -2.37 3.02 -1.73
C -0.15 0.43 -4.85
H -0.44 4.86 1.19
H 4.26 -3.26 1.26
C 1.52 1.90 -2.01
H -3.72 -2.50 3.70
C -2.29 -0.76 5.94
O 1.43 -1.92 0.06
O 0.93 -0.18 -4.13
H -0.20 1.45 -4.46
H -2.57 -0.95 0.14
H 1.13 -4.17 -1.69
H 0.06 0.48 -5.93
C -0.75 3.88 1.59
H 2.09 -2.75 -5.99
H -1.16 4.65 -0.94
H 1.50 4.24 -4.57
C 1.87 -0.92 -4.91
H -4.19 3.03 4.00
H 3.40 -1.66 -0.22
H 5.15 2.61 -3.61
H 1.42 0.88 -2.45
Tl 0.87 0.61 1.30
C -3.03 -2.66 2.86
H -2.76 1.77 5.32
H 3.02 4.33 -0.79
I 3.67 1.52 1.98
C -2.15 1.90 0.82
H 2.31 -1.14 3.80
H 0.67 -1.83 -6.49
H -1.41 -1.22 6.43
C 1.51 -1.26 4.55
H 1.79 1.83 -0.95
H -3.52 1.23 -2.22
Si 2.81 2.98 -2.87
C -2.44 1.22 4.44
H -1.30 4.07 2.52
H 1.02 -0.29 4.65
H 0.35 -5.72 3.89
C -1.92 -0.08 4.63
C -0.77 -2.01 3.75
H -4.21 2.93 2.22
C -1.23 -4.36 3.33
H -2.73 -0.03 6.63
H 2.05 2.67 -5.23
H 4.89 1.95 -1.97
C 2.73 -2.52 -0.03
C 0.55 -2.34 4.17
H -3.02 -1.73 2.26
H 0.16 3.33 1.87
N -2.08 1.33 2.09
C -1.64 3.68 -0.75
H 1.93 -3.92 4.61
H 2.80 -2.85 2.15
C -1.47 -0.30 -4.61
H -1.91 -5.15 3.00
H -0.63 -3.97 -1.70
C 0.93 -3.68 4.22
H -3.45 -3.46 2.23
H -3.91 -0.19 1.01
C 2.33 3.52 -4.60
C 1.27 -2.12 -5.62
H 0.54 2.39 -2.09
H -0.57 -2.17 -0.05
H 0.65 -2.74 -4.96
C -1.65 -3.04 3.32
C -1.55 3.17 0.54
H 3.90 5.09 -2.15
C 0.32 -3.43 -1.58
C -2.80 1.17 -0.22
H 0.31 -3.59 0.59
C 3.17 -3.27 1.21
H -1.42 -1.36 -4.89
H 3.20 4.03 -5.06
H 2.85 -4.32 1.14
H -2.24 0.18 -5.22
H 4.29 1.06 -3.40
N -1.17 -0.69 3.75
H -1.77 -0.23 -3.56
C 0.04 -4.68 3.82
C 0.32 -2.81 -0.19
C 4.45 2.06 -2.97
H -3.03 3.96 3.06
H -2.52 3.49 -2.71
H 2.75 -3.18 -0.91
```

The HOMO energy (alpha / beta) is -10.39 / -10.40 eV. Its total charge is +1. The calculation puts the maximum force at 2.341 eV/A. Its LUMO energy (alpha / beta) is -4.6 / -6.6 eV. The calculation puts the relative energy (zero: lowest compared OMol25 entry of this formula, charge and spin) at 0.000 eV.



Among the records above, which one has the highest maximum force?
C33H56N4OPt



What is the maximum force in the fifth record?
2.341 eV/A